ORCA calculation (ωB97M-V/def2-TZVPD) on a structure of composition C35H47BrN4O2SSbTaTe.

LUMO level in eV: -6.98
Total charge: +2
HOMO level in eV: -12.8
Frontier orbital gap in eV: 5.8

```
93
Properties=species:S:1:pos:R:3:mulliken_charge:R:1
Ta 0.0798 0.1793 -0.0814 -1.96
C 4.2100 1.2556 -1.7172 -2.05
C 2.8855 0.5978 -1.5963 0.75
N 1.8510 1.2015 -1.0851 2.28
N 1.9097 2.4947 -0.8039 -1.51
C 0.9249 2.9538 -0.0755 0.60
O 0.0339 2.1354 0.4141 -0.09
C 0.9020 4.3871 0.1589 0.54
C 1.7986 5.1977 -0.5546 -0.38
C 1.7856 6.5662 -0.3853 -0.83
C 0.8894 7.1447 0.5052 -0.39
C 0.0180 6.3466 1.2330 -1.00
C 0.0149 4.9763 1.0640 -0.10
C 2.6638 -0.7737 -2.0103 0.67
C 3.6342 -1.5323 -2.6731 -1.25
C 3.2787 -2.7464 -3.2313 -0.72
C 1.9605 -3.1743 -3.1245 -1.13
C 1.0805 -2.4128 -2.3743 -0.97
N 1.4236 -1.2641 -1.8009 1.17
H 4.1853 2.2004 -1.1812 0.42
H 4.4686 1.4509 -2.7554 0.36
H 4.9781 0.6184 -1.2824 0.48
H 2.4930 4.7254 -1.2304 0.43
H 2.4762 7.1878 -0.9359 0.42
H 0.8724 8.2156 0.6386 0.43
H -0.6544 6.7988 1.9439 0.43
H -0.6518 4.3588 1.6460 0.50
H 4.6392 -1.1573 -2.7507 0.59
H 4.0117 -3.3347 -3.7611 0.49
H 1.6290 -4.0853 -3.5926 0.55
H 0.0456 -2.7116 -2.2462 0.90
C -6.0436 2.8530 -4.3549 -1.58
C -5.8826 1.3820 -3.9443 1.87
C -6.0411 0.4650 -5.1643 -1.62
C -6.9942 1.0315 -2.9514 -2.08
C -4.4998 1.1901 -3.3467 0.14
C -4.3054 0.9404 -1.9904 -0.56
C -3.0241 0.7366 -1.5436 0.45
Br -2.6341 0.4202 0.3139 0.04
C -1.8713 0.7280 -2.3415 0.61
O -0.7503 0.3426 -1.7432 0.84
C -2.0535 1.1096 -3.6891 -0.63
C -3.3576 1.2963 -4.1358 -1.02
C -0.9257 1.4267 -4.6621 2.37
C -1.0695 2.9072 -5.0558 -1.79
C 0.4578 1.2423 -4.0437 -2.13
C -1.0315 0.5247 -5.8981 -1.86
H -7.0248 2.9978 -4.7965 0.47
H -5.2966 3.1562 -5.0821 0.33
H -5.9608 3.5026 -3.4865 0.37
H -7.0467 0.5649 -5.5593 0.48
H -5.8889 -0.5727 -4.8781 0.38
H -5.3475 0.7090 -5.9617 0.34
H -7.9543 1.1294 -3.4504 0.45
H -6.9999 1.7034 -2.0967 0.37
H -6.9024 0.0046 -2.6041 0.44
H -5.1254 0.8961 -1.2951 0.57
H -3.4836 1.5477 -5.1758 0.42
H -1.0758 3.5394 -4.1692 0.37
H -1.9826 3.0932 -5.6117 0.42
H -0.2315 3.2060 -5.6781 0.46
H 0.5833 1.9097 -3.1918 0.11
H 1.2206 1.4908 -4.7761 0.71
H 0.6081 0.2088 -3.7375 0.25
H -1.9699 0.6672 -6.4240 0.38
H -0.9540 -0.5232 -5.6146 0.35
H -0.2253 0.7533 -6.5890 0.48
N -1.7670 -0.5485 3.0773 -0.59
H -2.6353 -1.0563 3.2312 0.21
H -2.0434 0.4275 3.0014 0.25
H -1.2638 -0.6130 3.9599 0.19
C 0.6089 -4.0370 0.1829 -1.45
Sb -0.4924 -2.3583 1.0299 1.24
C -0.0121 -2.9387 3.0574 -1.04
C -2.4268 -3.2975 0.8562 -1.28
H 0.5866 -4.8111 0.9433 0.58
H 1.6454 -3.7899 -0.0386 0.36
H 0.1241 -4.4301 -0.7060 0.44
H 0.6764 -3.7756 3.0016 0.48
H -0.9258 -3.2623 3.5508 0.44
H 0.4579 -2.1383 3.6237 0.03
H -2.2961 -4.3342 1.1431 0.41
H -2.7927 -3.2652 -0.1662 0.42
H -3.1593 -2.8388 1.5105 0.36
Te 2.2021 -0.2846 1.6120 0.14
C 1.3536 0.4658 3.4150 0.13
C 1.5326 0.0327 4.6954 -0.51
C 0.8010 0.7909 5.6393 -0.51
C 0.0829 1.7908 5.0689 -0.67
S 0.3157 1.8643 3.3641 0.15
H 2.1706 -0.7947 4.9501 0.54
H 0.8121 0.5887 6.6957 0.43
H -0.5678 2.5034 5.5353 0.45
```



ORCA calculation (ωB97M-V/def2-TZVPD) on a structure of composition C35H47IrN4O5S3SbSi3.

LUMO level in eV: 1.66
Total charge: -1
HOMO level in eV: -3.7
Energy relative to the best compared isomer or geometry (same formula, charge and spin) in kcal/mol: 2.26
Frontier orbital gap in eV: 5.4

```
99
Properties=species:S:1:pos:R:3:mulliken_charge:R:1
Ir 0.2513 -0.1577 -0.1953 1.53
C -4.5118 1.5051 -1.3937 -1.51
Sb -2.3786 1.7855 -1.0669 -0.23
C -1.8371 -0.0049 0.1350 1.51
C -2.6672 -1.2014 -0.2568 -0.77
C -2.1449 -2.3827 -0.8107 -0.48
C -2.9600 -3.4819 -1.0010 -0.96
C -4.3042 -3.4057 -0.6663 -0.83
C -4.7591 -2.1973 -0.1686 -0.78
N -3.9830 -1.1348 0.0301 0.27
Si -2.3809 0.5208 1.8902 1.03
C -2.4739 -1.0546 2.9246 -0.93
C -1.2801 1.8031 2.6557 -1.00
C -4.0786 1.3279 2.0360 -1.36
C -1.6582 1.4889 -3.1756 3.56
C -0.3868 0.6886 -3.2384 -2.89
C 0.4948 0.8481 -4.3115 -0.39
C 1.4706 -0.0879 -4.5768 -1.25
C 1.5400 -1.2222 -3.7894 -1.18
C 0.7131 -1.2898 -2.6912 0.11
N -0.1908 -0.3387 -2.3603 1.01
Si -1.4499 3.2944 -3.7799 0.57
C -1.4256 3.5170 -5.6591 -1.25
C -2.8879 4.3622 -3.2209 -1.18
C 0.1151 4.0633 -3.1266 -1.15
Si -2.8434 0.5033 -4.2904 0.23
C -2.0255 0.0107 -5.9149 -1.32
C -3.3771 -1.1341 -3.5820 -0.65
C -4.3544 1.4948 -4.7982 -1.18
H -4.9674 1.3468 -0.4184 0.35
H -4.7851 0.6773 -2.0459 0.40
H -4.8790 2.4464 -1.8148 0.47
H -1.0977 -2.4433 -1.0526 0.94
H -2.5502 -4.3986 -1.4132 0.38
H -4.9711 -4.2516 -0.7732 0.43
H -5.8070 -2.0729 0.0931 0.46
H -1.8262 -1.8396 2.5308 -0.02
H -3.4966 -1.4442 2.9208 0.45
H -2.1844 -0.8658 3.9662 0.39
H -0.2445 1.4887 2.7876 0.18
H -1.6846 2.0704 3.6403 0.45
H -1.2676 2.7103 2.0457 0.10
H -4.8661 0.7236 1.5787 0.28
H -4.0871 2.3259 1.5820 0.27
H -4.3087 1.4466 3.1032 0.44
H 0.3669 1.6926 -4.9744 0.12
H 2.1445 0.0492 -5.4143 0.42
H 2.2494 -2.0137 -3.9849 0.50
H 0.7710 -2.1424 -2.0289 0.09
H -2.1372 2.8810 -6.1877 0.28
H -0.4337 3.3365 -6.0901 0.38
H -1.6894 4.5590 -5.8747 0.48
H -3.8525 3.9768 -3.5696 0.34
H -2.7579 5.3697 -3.6325 0.47
H -2.9271 4.4467 -2.1324 0.30
H 0.9678 3.3798 -3.1758 0.26
H -0.0040 4.3418 -2.0755 0.23
H 0.3597 4.9633 -3.7024 0.48
H -1.1759 -0.6595 -5.7502 0.32
H -1.6650 0.8633 -6.4965 0.29
H -2.7617 -0.5258 -6.5254 0.42
H -2.5081 -1.7799 -3.4279 0.11
H -4.0533 -1.6305 -4.2876 0.56
H -3.8908 -1.0478 -2.6225 0.00
H -4.0930 2.3099 -5.4798 0.29
H -4.8896 1.9253 -3.9505 0.34
H -5.0444 0.8253 -5.3255 0.43
O 0.8615 -0.2932 1.7972 -0.43
C 0.7005 -1.1768 2.6245 -0.42
C 0.5616 -2.5901 2.3876 0.84
C 0.4060 -3.4355 3.4811 -0.39
C 0.2051 -4.7762 3.2969 -0.66
C 0.1102 -5.3114 1.9961 -0.52
C 0.2396 -4.4963 0.9104 -0.67
C 0.5187 -3.1004 1.0562 0.03
O 0.7356 -2.3637 0.0427 -0.80
N 0.0551 -5.6517 4.4524 1.01
O -0.1226 -6.8386 4.2510 -0.66
O 0.1151 -5.1598 5.5625 -0.64
H 0.6381 -0.8598 3.6766 0.19
H 0.4525 -3.0384 4.4898 0.57
H -0.0661 -6.3721 1.8869 0.51
H 0.1629 -4.8823 -0.0987 0.53
S 1.0382 4.4303 1.4443 -0.35
C 1.5112 2.8619 1.0752 0.10
S 0.6404 2.1836 -0.3127 -0.33
S 2.8785 2.1065 1.7464 -0.36
O 2.3422 -0.1127 -1.1240 0.25
N 3.4823 -0.1062 -0.4697 -0.41
C 3.9529 -1.2425 0.0693 -0.10
C 5.1777 -1.2703 0.6939 -1.06
C 5.9280 -0.1031 0.7832 -0.14
C 5.4023 1.0579 0.2576 -0.73
C 4.1616 1.0391 -0.3553 -0.48
H 3.2982 -2.0955 -0.0384 0.65
H 5.5381 -2.2044 1.1010 0.42
H 6.8968 -0.1026 1.2659 0.38
H 5.9266 1.9996 0.3345 0.42
H 3.6899 1.8945 -0.8126 0.60
```



ORCA calculation (ωB97M-V/def2-TZVPD) on a structure of composition C35H48BrNO2PPd.

LUMO level (alpha / beta) in eV: -8.90 / -12.13
⟨S²⟩: 6.03
Total charge: +3
HOMO level (alpha / beta) in eV: -17.3 / -17.7
Energy relative to the best compared isomer or geometry (same formula, charge and spin) in kcal/mol: 10.23
Frontier orbital gap (alpha / beta) in eV: 8.4 / 5.5
2S+1: 5

```
89
Properties=species:S:1:pos:R:3:mulliken_charge:R:1
Pd -0.2917 -0.1177 -0.3832 0.34
Br -0.7851 1.5942 -3.7869 0.05
C -2.3266 1.0446 -2.8901 0.26
C -3.5498 1.2798 -3.5234 -0.83
C -4.7185 0.9456 -2.8779 -0.66
C -4.6391 0.3954 -1.5994 -0.92
C -3.3838 0.2029 -1.0735 0.46
N -2.2171 0.4964 -1.6836 0.35
C -3.1582 -0.3273 0.3180 0.43
O -4.2581 -0.8078 0.8086 -0.26
O -2.0806 -0.3056 0.8865 -0.16
H -3.5620 1.7324 -4.5045 0.50
H -5.6762 1.1245 -3.3480 0.50
H -5.5276 0.1446 -1.0365 0.55
C -1.7547 3.6984 2.6169 -1.60
C -1.3251 2.6250 3.6203 0.33
C -0.5840 3.2552 4.8150 -1.45
C -0.4419 1.5702 3.0002 -1.40
C -0.2983 0.3218 3.5219 -0.30
C 0.5954 -0.6637 2.9671 0.18
C 0.9131 -1.8173 3.8255 0.49
C -0.3148 -2.3980 4.5733 -1.83
C 1.9423 -1.3163 4.8924 -1.29
C 1.3148 -0.3993 1.6938 1.20
C 1.2715 0.8935 1.2268 -2.07
C 0.3629 1.8436 1.8751 1.26
C 2.1443 1.5756 0.1674 0.44
C 3.4663 0.9371 -0.2421 -1.96
C 1.2605 1.8345 -1.0582 -0.76
C 2.3078 -1.4271 1.2303 0.19
C 3.5091 -1.4628 1.9290 -0.45
C 4.4878 -2.3992 1.6345 -1.56
C 4.2640 -3.3338 0.6358 -0.89
C 3.0722 -3.3063 -0.0673 -0.38
C 2.0757 -2.3629 0.2138 0.17
P 0.5779 -2.3676 -0.8159 1.09
C -0.5455 -3.7127 -0.2366 2.16
C 0.1783 -5.0734 -0.2297 -1.61
C -0.9378 -3.4143 1.2103 -1.59
C -1.7908 -3.7667 -1.1312 -1.71
C 1.0054 -2.4340 -2.6334 2.13
C 1.3734 -3.8356 -3.1467 -1.53
C -0.2145 -1.9620 -3.4449 -1.79
C 2.1732 -1.4684 -2.8831 -1.53
H -2.5405 4.3091 3.0571 0.46
H -2.1545 3.2717 1.6904 0.33
H -0.9337 4.3723 2.3619 0.41
H -2.2089 2.1091 3.9971 0.47
H 0.3326 3.7558 4.4962 0.37
H -0.3250 2.5104 5.5693 0.39
H -1.2262 4.0006 5.2828 0.45
H -0.8415 0.0623 4.4234 0.68
H 1.4052 -2.5851 3.2343 0.42
H -0.5057 -1.8525 5.4977 0.54
H -0.0904 -3.4284 4.8475 0.47
H -1.2283 -2.4025 3.9803 0.32
H 1.5419 -0.4781 5.4662 0.41
H 2.8952 -1.0213 4.4554 0.25
H 2.1145 -2.1466 5.5781 0.49
H 0.3308 2.8440 1.4553 0.46
H 2.3820 2.5504 0.6023 0.57
H 3.3406 -0.0182 -0.7517 0.37
H 4.1357 0.7931 0.6036 0.41
H 3.9574 1.6238 -0.9333 0.52
H 0.8941 0.8606 -1.4924 -0.34
H 1.8292 2.2447 -1.8921 0.55
H 0.4072 2.4868 -0.8731 0.67
H 3.6963 -0.7283 2.7050 0.96
H 5.4209 -2.3971 2.1836 0.50
H 5.0119 -4.0806 0.4030 0.54
H 2.9166 -4.0405 -0.8424 0.28
H 1.0677 -5.0640 0.3985 0.39
H 0.4408 -5.4352 -1.2181 0.32
H -0.5117 -5.8001 0.2079 0.54
H -0.0902 -3.5838 1.8738 0.31
H -1.7227 -4.1132 1.5080 0.76
H -1.3151 -2.4034 1.3645 -0.17
H -1.5695 -4.1462 -2.1265 0.33
H -2.2787 -2.7923 -1.2375 0.20
H -2.5116 -4.4493 -0.6777 0.56
H 0.5536 -4.5421 -3.0515 0.40
H 2.2690 -4.2584 -2.6996 0.29
H 1.5769 -3.7287 -4.2154 0.50
H -0.9637 -2.7420 -3.5594 0.38
H 0.1340 -1.6898 -4.4429 0.59
H -0.6964 -1.0867 -3.0211 0.08
H 3.0651 -1.7184 -2.3086 0.32
H 1.9034 -0.4308 -2.6820 0.05
H 2.4352 -1.5293 -3.9410 0.68
```



- The highest total charge belongs to which entry?
  C35H48BrNO2PPd



- total charge of number 3 (C35H48BrNO2PPd)?
  +3